Record 1
Below is a cluster of 10 separate species, C87H186N10O11 in total at a distorted geometry, with properties calculated with ωB97M-V/def2-TZVPD.

Geometry (Å):
C 3.3320 2.6232 -5.5285
C 2.3527 1.9520 -4.5409
C 3.1698 1.2991 -3.4428
C 1.5229 3.0102 -3.8358
C 0.4344 3.5249 -4.7860
C -0.5305 2.4173 -5.1569
C 0.2384 1.1988 -5.8458
C -0.6791 0.0033 -5.8143
C 0.4931 1.6675 -7.3137
N 1.4939 0.8844 -5.1567
O 2.1763 -0.2235 -5.8010
H 4.2325 2.0221 -5.6540
H 2.9192 2.8391 -6.5139
H 3.8716 3.4668 -5.0982
H 3.6904 2.1263 -2.9603
H 2.6090 0.7057 -2.7206
H 3.8764 0.6077 -3.9018
H 1.0507 2.5134 -2.9882
H 2.1578 3.8425 -3.5318
H -0.0089 4.4174 -4.3443
H 0.9908 3.8802 -5.6533
H -1.4516 2.7972 -5.5988
H -0.9504 1.9726 -4.2547
H -1.6347 0.1841 -6.3065
H -0.9603 -0.3309 -4.8156
H -0.2219 -0.8986 -6.2214
H 1.1005 0.8856 -7.7695
H 1.1666 2.5183 -7.4172
H -0.4497 1.8692 -7.8223
H 1.6594 -0.9584 -5.4627
C -4.3638 7.6713 -5.6734
C -4.5669 6.3724 -4.9562
C -3.2883 5.5767 -5.0449
C -4.9113 6.6317 -3.4544
C -5.4560 5.5165 -2.6995
C -6.6833 4.9675 -3.4375
C -6.4978 4.5720 -4.8978
C -5.7201 3.2779 -5.0245
C -7.9060 4.4094 -5.4593
N -5.7754 5.7004 -5.6189
O -5.5636 5.4714 -6.9830
H -3.9477 7.5121 -6.6682
H -5.2595 8.2908 -5.7188
H -3.8045 8.4276 -5.1228
H -2.3959 6.0767 -4.6684
H -3.3387 4.7070 -4.3898
H -3.0892 5.1488 -6.0274
H -3.9344 6.8454 -3.0205
H -5.5894 7.4758 -3.3290
H -4.7261 4.7095 -2.6361
H -5.7724 5.7468 -1.6822
H -7.4068 5.7784 -3.3543
H -6.9860 4.1378 -2.7986
H -6.3373 2.4802 -4.6111
H -4.8623 3.2854 -4.3521
H -5.4215 3.0762 -6.0532
H -7.9678 4.2251 -6.5318
H -8.4093 5.3703 -5.3520
H -8.4535 3.5990 -4.9781
H -6.3544 5.8157 -7.4046
C -3.2311 -2.5303 5.8954
C -2.0933 -3.2397 5.1327
C -1.5583 -2.3673 4.0131
C -0.9005 -3.3837 6.1292
C -1.1589 -4.4375 7.0883
C -1.3588 -5.7269 6.3039
C -2.5822 -5.7640 5.3179
C -2.5066 -7.0331 4.4802
C -3.9260 -5.9852 6.1891
N -2.5457 -4.5672 4.5277
O -3.6286 -4.3995 3.6174
H -4.0386 -2.5260 5.1632
H -3.6647 -2.9238 6.8147
H -2.9973 -1.4990 6.1601
H -1.1410 -1.4052 4.3102
H -0.8314 -2.8169 3.3366
H -2.3121 -2.2005 3.2436
H 0.0662 -3.4361 5.6284
H -0.7321 -2.4564 6.6768
H -0.3002 -4.4930 7.7574
H -2.0795 -4.1325 7.5859
H -1.4928 -6.5677 6.9846
H -0.4552 -5.8672 5.7105
H -1.4947 -7.1827 4.1037
H -3.1101 -7.0826 3.5738
H -2.7126 -7.9035 5.1032
H -4.8194 -5.7037 5.6317
H -3.8295 -5.2527 6.9905
H -4.0709 -7.0185 6.5046
H -3.2661 -4.6302 2.7589
C 4.5429 5.3118 -0.5625
C 4.9672 4.3608 0.5776
C 6.1191 3.3406 0.1581
C 5.5371 5.3415 1.6226
C 4.4176 5.9633 2.4235
C 3.3862 4.9464 2.9930
C 2.7051 4.1582 1.8757
C 1.8751 3.0991 2.5905
C 1.7338 4.9756 1.0208
N 3.7993 3.5319 1.0807
O 3.2737 2.7134 0.0603
H 5.4344 5.6564 -1.0866
H 4.0452 4.7264 -1.3356
H 3.9748 6.1737 -0.2124
H 7.0384 3.9251 0.1213
H 6.3079 2.6617 0.9897
H 5.8326 2.9747 -0.8279
H 6.2227 4.8394 2.3053
H 6.1106 6.1381 1.1488
H 4.8896 6.5938 3.1770
H 3.8246 6.6982 1.8792
H 2.6972 5.5490 3.5847
H 3.9398 4.3697 3.7339
H 1.3564 2.4418 1.8927
H 1.1630 3.5497 3.2820
H 2.4473 2.4306 3.2338
H 1.4914 5.9236 1.5012
H 0.7192 4.6018 0.8833
H 2.1385 5.0863 0.0148
H 3.3721 1.8088 0.3663
C 3.0198 -6.7281 3.9258
C 3.0720 -5.1733 3.4893
C 2.9401 -4.2772 4.7991
C 4.4746 -4.7490 2.9736
C 4.7170 -5.2777 1.5970
C 3.6251 -4.6380 0.6646
C 2.1491 -4.9762 1.0865
C 1.2330 -3.9751 0.3279
C 1.7396 -6.4046 0.6850
N 2.0085 -4.7226 2.5359
O 0.7560 -5.0510 2.9786
H 3.2569 -7.4760 3.1691
H 3.8384 -6.7267 4.6454
H 2.0733 -6.9097 4.4349
H 2.8827 -3.2197 4.5412
H 2.0102 -4.4499 5.3410
H 3.8378 -4.4518 5.3922
H 4.6454 -3.6726 2.9610
H 5.2652 -5.1655 3.5978
H 5.7414 -5.0213 1.3271
H 4.6608 -6.3662 1.5888
H 3.7427 -4.9906 -0.3600
H 3.8671 -3.5773 0.7306
H 1.5603 -2.9596 0.5509
H 0.2473 -3.9932 0.7929
H 1.0547 -4.1336 -0.7357
H 1.7065 -6.5450 -0.3954
H 0.7322 -6.6811 0.9962
H 2.4896 -7.1322 0.9952
H 0.3174 -4.2294 3.2113
C -8.1120 0.1178 -5.7681
C -8.1358 -1.4651 -5.5402
C -9.1666 -2.1071 -6.5499
C -6.8244 -2.1549 -5.8995
C -5.7219 -1.7940 -4.9142
C -6.2073 -2.2632 -3.4925
C -7.5404 -1.7205 -3.0222
C -8.0072 -2.6643 -1.7932
C -7.3191 -0.2636 -2.5336
N -8.4892 -1.8525 -4.1683
O -9.7795 -1.5441 -3.8191
H -8.6401 0.6810 -4.9987
H -7.1346 0.5998 -5.7465
H -8.5634 0.2066 -6.7563
H -10.1214 -1.5839 -6.4973
H -8.7423 -2.2273 -7.5467
H -9.4021 -3.1559 -6.3691
H -7.0535 -3.2202 -5.9294
H -6.5621 -1.9045 -6.9274
H -4.7334 -2.2454 -4.9986
H -5.3803 -0.7620 -4.8344
H -5.4650 -1.9317 -2.7663
H -6.0458 -3.3394 -3.4301
H -9.0803 -2.6214 -1.6069
H -7.4590 -2.4699 -0.8714
H -7.7587 -3.7081 -1.9850
H -8.2998 0.1223 -2.2554
H -6.9647 0.3733 -3.3441
H -6.6033 -0.2323 -1.7123
H -10.2616 -2.2892 -4.1851
C 5.4902 -0.3951 -0.4636
C 6.8872 -0.8530 -0.8057
C 7.8305 -0.0869 0.2114
C 6.9238 -2.4272 -0.7072
C 8.2037 -3.1123 -1.1635
C 8.4180 -2.8849 -2.6439
C 8.2999 -1.3333 -2.9945
C 9.7314 -0.6706 -3.0222
C 7.8635 -1.2692 -4.4866
N 7.2497 -0.6131 -2.2553
O 7.1963 0.7458 -2.5072
H 4.7394 -1.0910 -0.8378
H 5.2888 -0.2185 0.5929
H 5.3219 0.6124 -0.8441
H 8.8302 -0.3893 -0.1005
H 7.8485 0.9915 0.0539
H 7.5825 -0.3631 1.2363
H 6.9221 -2.5894 0.3707
H 6.0851 -2.9912 -1.1155
H 9.1486 -2.8019 -0.7175
H 8.1435 -4.1750 -0.9283
H 7.7765 -3.6025 -3.1553
H 9.4260 -3.2123 -2.8987
H 10.5103 -1.0283 -3.6955
H 10.1821 -0.7413 -2.0322
H 9.6721 0.3973 -3.2325
H 7.6898 -0.2135 -4.6954
H 6.9945 -1.8948 -4.6907
H 8.6321 -1.5468 -5.2078
H 6.3972 0.8235 -3.0335
C -5.1224 -1.0838 1.6847
C -5.6498 0.2047 2.2730
C -6.0534 0.0315 3.7679
C -4.4115 1.1301 2.0847
C -4.6607 2.6053 2.3355
C -5.6993 2.9613 1.2893
C -7.0579 2.2030 1.3435
C -7.9085 2.8157 2.5171
C -7.8568 2.4087 0.0155
N -6.7959 0.7416 1.4968
O -7.9578 -0.0389 1.3659
H -4.3911 -1.6558 2.2557
H -5.9931 -1.7201 1.5266
H -4.7400 -0.9464 0.6733
H -6.4621 0.8973 4.2890
H -6.8277 -0.7091 3.9679
H -5.2259 -0.3560 4.3622
H -3.6496 0.8675 2.8185
H -3.9737 0.9097 1.1111
H -4.9279 2.7804 3.3777
H -3.7505 3.1844 2.1798
H -5.2821 2.9147 0.2834
H -6.0128 3.9970 1.4203
H -7.4737 2.6030 3.4937
H -8.8082 2.2318 2.7113
H -8.1643 3.8683 2.3954
H -8.9098 2.2541 0.2509
H -7.5224 1.8579 -0.8637
H -7.7832 3.4444 -0.3163
H -8.0023 -0.1295 0.4112
C 8.4558 -1.7890 6.9548
C 7.2521 -1.3461 6.1209
C 6.6268 -2.5674 5.4232
C 6.2788 -0.7140 7.1182
C 5.2793 0.4057 6.5424
C 5.9356 1.3358 5.5787
C 6.7514 0.6218 4.4497
C 5.8404 -0.1623 3.4135
C 7.4545 1.7873 3.6852
N 7.7183 -0.3316 5.0881
O 8.6876 -0.8032 4.2785
H 9.2097 -2.2817 6.3410
H 8.9352 -1.0078 7.5447
H 8.1762 -2.5932 7.6354
H 7.1091 -2.8506 4.4876
H 6.5933 -3.3994 6.1266
H 5.5986 -2.3401 5.1416
H 5.5116 -1.3665 7.5351
H 6.8529 -0.5322 8.0267
H 4.3377 -0.0077 6.1810
H 4.8827 0.9981 7.3669
H 6.6115 1.9440 6.1798
H 5.2166 2.0151 5.1207
H 4.8606 -0.3682 3.8445
H 6.2853 -1.1074 3.1022
H 5.6030 0.5227 2.5996
H 6.6380 2.4710 3.4529
H 7.8503 1.4847 2.7158
H 8.2909 2.0907 4.3149
H 9.3611 -0.1225 4.3465
C 2.5892 -0.9160 2.2211
O 1.7125 -0.4119 1.2087
C 0.3667 -0.3598 1.6486
C -0.6583 -0.2268 0.4326
N -0.5582 -1.4127 -0.4385
C -1.3390 -1.2460 -1.6957
C -2.7339 -0.5909 -1.5167
O -2.7151 0.8119 -1.7307
C -4.0089 1.4119 -1.7672
H 2.3511 -1.8579 2.7153
H 2.6897 -0.0970 2.9333
H 3.5529 -1.0752 1.7374
H 0.2535 0.4888 2.3234
H 0.1175 -1.2831 2.1715
H -0.5379 0.7294 -0.0767
H -1.6433 -0.1326 0.8898
H 0.4292 -1.3560 -0.6431
H -1.4598 -2.1564 -2.2829
H -0.7485 -0.5955 -2.3409
H -3.0672 -0.7415 -0.4899
H -3.5052 -1.0456 -2.1382
H -4.0009 2.4633 -1.4795
H -4.6280 0.9804 -0.9807
H -4.4164 1.3350 -2.7752

Properties
- SMILES = CC1(C)CCCC(C)(C)N1O.CC1(C)CCCC(C)(C)N1O.CC1(C)CCCC(C)(C)N1O.CC1(C)CCCC(C)(C)N1O.CC1(C)CCCC(C)(C)N1O.CC1(C)CCCC(C)(C)N1O.CC1(C)CCCC(C)(C)N1O.CC1(C)CCCC(C)(C)N1O.CC1(C)CCCC(C)(C)N1O.COCCNCCOC
- energy (Eh) = -4801.00363
- energy relative to the best compared isomer or geometry (same formula, charge and spin) (eV) = 4.900
- gap between HOMO and LUMO (eV) = 8.30
- HOMO (Eh) = -0.291

---

Record 2
Below is the molecule C2H3BrClN at a distorted geometry, with properties calculated with ωB97M-V/def2-TZVPD.

Geometry (Å):
Cl 1.2809 1.9257 0.1638
C 0.6825 0.3054 -0.0938
Br 1.9530 -1.0816 0.0643
C -0.7732 -0.1049 0.4737
N -0.4598 0.1064 -0.9515
H -0.7955 -1.1363 0.9618
H -1.3706 0.7797 0.8014
H -0.5173 -0.7944 -1.4197

Properties
- SMILES = Cl[C@@]1(Br)CN1
- energy (Eh) = -3166.90677
- energy relative to the best compared isomer or geometry (same formula, charge and spin) (eV) = 0.526
- gap between HOMO and LUMO (eV) = 10.31
- HOMO (Eh) = -0.354

---

Record 3
Below is the molecule C6H15N at a distorted geometry, with properties calculated with ωB97M-V/def2-TZVPD.

Geometry (Å):
C -0.5626 -2.6445 0.9498
C -0.4332 -2.3755 -0.5695
C -0.9019 -0.9512 -0.9767
N 0.1722 0.1565 -0.7909
C -0.2662 1.5058 -0.5118
C 0.7636 2.3970 0.0295
C 1.2350 1.9536 1.5127
H -1.6611 -2.5196 1.1395
H -0.2362 -3.6596 1.1354
H -0.1537 -1.7815 1.5192
H 0.6652 -2.4459 -0.8256
H -1.0742 -3.1200 -1.1665
H -1.2017 -0.9237 -1.9934
H -1.6286 -0.4724 -0.3388
H 0.8594 -0.1665 -0.0914
H -0.6333 1.8355 -1.5239
H -1.1976 1.5029 -0.0090
H 0.4387 3.4830 0.0191
H 1.5810 2.3523 -0.6879
H 0.3572 1.7269 2.1225
H 1.8427 2.7314 2.0820
H 1.8283 1.0503 1.5514

Properties
- SMILES = CCCNCCC
- energy (Eh) = -292.30786
- energy relative to the best compared isomer or geometry (same formula, charge and spin) (eV) = 1.664
- gap between HOMO and LUMO (eV) = 9.43
- HOMO (Eh) = -0.305

---

Record 4
Below is a structure of composition C4H12CuO12S2 at a distorted geometry, with properties calculated with ωB97M-V/def2-TZVPD.

Geometry (Å):
Cu 5.4096 1.8563 14.8890
S 5.7369 5.1929 13.5862
O 4.5113 6.0182 13.6222
O 6.6832 5.7946 14.5658
O 5.3757 3.8385 14.0691
O 6.3569 5.1538 12.2718
S 8.6925 2.3103 14.3651
O 9.7638 1.3985 14.8211
O 8.6514 2.5731 12.9482
O 7.4077 1.7260 14.8252
O 8.9374 3.6108 15.0558
C 4.6596 -1.2430 15.8955
C 5.2491 -1.4216 14.5010
O 5.2684 -0.2758 13.7019
O 5.5254 -0.3663 16.6501
H 4.6228 -2.1806 16.4574
H 3.6882 -0.7440 15.8988
H 4.7081 -2.3040 14.0948
H 6.2703 -1.8145 14.6263
H 5.4545 -0.5862 12.8098
H 6.1039 -0.8641 17.2291
C 2.4551 2.5274 15.3452
C 2.8271 2.4883 16.8094
O 4.2476 2.4328 16.9321
O 3.2111 1.5654 14.6249
H 2.6194 3.5451 14.9779
H 1.3911 2.3047 15.2205
H 2.4021 1.5396 17.1920
H 2.3694 3.2533 17.4420
H 4.3563 2.4136 17.8898
H 2.6377 1.0665 14.0424

Properties
- energy (Eh) = -3499.23144
- energy relative to the best compared isomer or geometry (same formula, charge and spin) (eV) = 2.237
- gap between HOMO and LUMO (alpha / beta) (eV) = 4.98 / 3.73
- HOMO (alpha / beta) (Eh) = -0.029 / 0.018
- total charge = -2
- 2S+1 = 2